C13H39N13O26 | ωB97M-V/def2-TZVPD

XYZ file:
```
91
Properties=species:S:1:pos:R:3:lowdin_charge:R:1
C 0.6081 4.5878 -4.9920 0.051
N 0.2650 3.8345 -3.7461 -0.422
O -0.5928 2.9531 -3.7810 0.047
O 0.9631 4.0461 -2.7851 0.055
H 1.2010 3.9335 -5.6788 0.122
H 0.9763 5.5990 -4.7815 0.104
H -0.3270 4.6523 -5.5173 0.084
C 2.4542 -3.3269 1.5793 0.052
N 1.0702 -3.1242 1.1198 -0.387
O 0.2106 -2.6712 1.8604 0.039
O 0.8369 -3.5120 -0.0101 0.054
H 2.5828 -2.9405 2.5672 0.080
H 3.1566 -2.8468 0.9449 0.061
H 2.6947 -4.3821 1.5264 0.118
C -1.2093 -5.4822 -0.3381 0.054
N -2.6676 -5.8395 -0.1744 -0.434
O -3.3509 -5.9805 -1.1539 0.062
O -3.0307 -6.0929 0.9719 0.049
H -0.8336 -6.4079 -0.7146 0.098
H -0.7255 -5.2366 0.5898 0.064
H -1.1017 -4.6587 -1.0230 0.084
C -4.2356 -2.6543 -2.5546 0.055
N -5.4490 -1.8262 -2.3619 -0.451
O -6.4740 -2.4033 -2.0852 0.074
O -5.3455 -0.6144 -2.4562 0.043
H -3.8189 -2.2960 -3.4738 0.091
H -4.5646 -3.7148 -2.5380 0.110
H -3.6119 -2.3855 -1.7590 0.050
C -0.7917 4.9813 -0.4412 0.062
N -1.5116 4.1782 0.6111 -0.414
O -0.9283 3.2098 0.9800 0.036
O -2.5597 4.5715 1.1136 0.060
H -0.9696 6.0625 -0.2654 0.118
H -1.1596 4.5699 -1.3690 0.068
H 0.2404 4.8003 -0.4571 0.052
C -0.7347 0.7374 4.3194 0.051
N 0.3707 1.6405 3.9457 -0.458
O 0.1553 2.8083 3.8970 0.078
O 1.4048 1.0661 3.6168 0.042
H -1.4576 0.8407 3.5440 0.067
H -1.1181 1.1663 5.3129 0.140
H -0.3027 -0.2425 4.2588 0.084
C -0.5854 -0.2710 -4.9688 0.053
N 0.6574 -1.0630 -4.8266 -0.450
O 1.6004 -0.9471 -5.6324 0.032
O 0.6812 -1.7951 -3.8866 0.069
H -1.0456 -0.4594 -5.9217 0.094
H -0.3619 0.7880 -4.7075 0.092
H -1.2250 -0.7596 -4.2236 0.094
C -4.7525 2.5135 -0.2314 0.068
N -4.0701 2.9117 -1.4843 -0.422
O -2.8400 2.8693 -1.4738 0.020
O -4.7503 3.3498 -2.3740 0.096
H -4.4864 3.3493 0.4368 0.095
H -4.1922 1.6067 0.0422 0.100
H -5.7797 2.4097 -0.3435 0.079
C 4.1759 0.2209 -1.3618 0.063
N 2.8618 0.6185 -0.7703 -0.404
O 2.7184 0.3928 0.4077 0.033
O 1.9989 1.1166 -1.4775 0.073
H 5.0340 0.5822 -0.7970 0.089
H 4.1138 0.4910 -2.3870 0.084
H 4.2789 -0.8786 -1.3799 0.111
C -1.3335 -3.7256 4.1818 0.052
N 0.0305 -4.3582 4.1561 -0.444
O 0.2216 -5.2922 3.3787 0.038
O 0.8413 -3.9292 4.9527 0.060
H -1.4672 -3.5053 5.2597 0.109
H -2.0295 -4.4346 3.7219 0.102
H -1.2652 -2.8141 3.6020 0.063
C 2.6413 3.5361 1.4914 0.041
N 4.0287 3.0743 1.7353 -0.405
O 4.3991 2.8234 2.8653 0.079
O 4.6998 2.7578 0.7391 0.015
H 2.3426 4.0925 2.3634 0.092
H 2.0830 2.7070 1.0932 0.073
H 2.6630 4.3289 0.6690 0.122
C 5.4147 0.1160 2.0984 0.039
N 5.1135 -1.3393 2.2279 -0.400
O 4.6499 -1.7273 3.2971 0.071
O 5.2544 -2.0245 1.2084 0.026
H 5.5707 0.4511 3.1434 0.116
H 4.5236 0.5323 1.6896 0.039
H 6.2749 0.1597 1.4868 0.091
C -0.7242 0.3385 0.5411 0.033
N -2.0049 -0.3408 0.5881 -0.408
O -2.3112 -0.8570 -0.4561 0.061
O -2.6262 -0.5153 1.6615 0.034
H -0.8575 1.4040 0.4318 0.069
H -0.3546 -0.0214 -0.3993 0.089
H -0.1286 -0.0828 1.3311 0.083
```

Properties
* HOMO: -10.8 eV
* total charge: 0
* Kohn-Sham gap: 10.32 eV

=====

C13H40O7 | ωB97M-V/def2-TZVPD

XYZ file:
```
60
Properties=species:S:1:pos:R:3:nbo_charge:R:1
C -0.5919 -0.0143 -1.3319 -0.634
C -0.5512 -0.2893 0.1485 0.102
C 0.6327 0.3974 0.8031 -0.641
O -1.7818 0.1910 0.7149 -0.786
H 0.2742 -0.4573 -1.8203 0.210
H -0.5955 1.0682 -1.4863 0.211
H -1.5010 -0.4175 -1.7777 0.226
H -0.4932 -1.3732 0.3116 0.154
H 0.5852 0.3122 1.8883 0.208
H 0.6353 1.4536 0.5241 0.214
H 1.5656 -0.0371 0.4368 0.231
H -1.9893 -0.2809 1.5346 0.503
C -3.7928 3.7692 0.8865 -0.636
C -2.5757 3.4803 0.0245 0.070
C -2.8439 3.7234 -1.4530 -0.637
O -1.4415 4.2255 0.4927 -0.722
H -3.7657 3.1956 1.8126 0.210
H -4.7609 3.6249 0.3969 0.210
H -3.8553 4.8299 1.1679 0.203
H -2.2761 2.4449 0.1813 0.203
H -1.9210 3.7278 -2.0303 0.218
H -3.3079 4.7094 -1.5938 0.192
H -3.5489 2.9831 -1.8317 0.227
H -1.6341 5.1655 0.4146 0.456
C 5.8731 -2.1327 -0.1218 -0.630
C 4.5565 -1.4469 -0.4728 0.100
C 3.7287 -2.2914 -1.4276 -0.638
O 3.8269 -1.1279 0.7019 -0.736
H 5.6436 -3.0697 0.3923 0.206
H 6.5201 -1.4836 0.4609 0.217
H 6.4082 -2.4163 -1.0346 0.205
H 4.7811 -0.4781 -0.9269 0.166
H 2.7054 -1.9097 -1.4530 0.214
H 3.7207 -3.3372 -1.1117 0.200
H 4.1184 -2.2365 -2.4453 0.213
H 3.6208 -1.9303 1.1927 0.480
C 2.9041 0.9050 -3.3306 -0.251
O 3.8268 1.9028 -3.7503 -0.720
H 2.3932 1.1675 -2.3965 0.166
H 2.1164 0.8082 -4.0747 0.184
H 3.4001 -0.0597 -3.2014 0.158
H 4.4232 2.0824 -3.0190 0.464
C -5.0237 0.2445 -0.3125 -0.244
O -3.9271 0.1650 -1.1894 -0.751
H -5.9438 -0.0279 -0.8292 0.179
H -4.9450 -0.4907 0.5046 0.146
H -5.1280 1.2394 0.1298 0.157
H -3.1352 0.3112 -0.6507 0.495
C -3.7514 -1.2409 3.3628 -0.254
O -2.3847 -0.8745 3.3004 -0.736
H -3.9917 -1.7704 4.2876 0.172
H -4.4231 -0.3822 3.2540 0.173
H -3.9736 -1.8984 2.5220 0.186
H -2.2600 -0.0378 3.7586 0.481
C 2.0152 -4.0042 1.3736 -0.257
O 3.2606 -3.8510 2.0604 -0.745
H 1.6051 -3.0076 1.2202 0.187
H 2.1659 -4.4630 0.3933 0.167
H 1.3144 -4.5960 1.9615 0.174
H 3.4935 -4.6932 2.4575 0.477
```

Properties
* HOMO: -9.8 eV
* structure (SMILES): CC(C)O.CC(C)O.CC(C)O.CO.CO.CO.CO
* total charge: 0
* Kohn-Sham gap: 10.33 eV

=====

C13H41O12 | ωB97M-V/def2-TZVPD

XYZ file:
```
66
Properties=species:S:1:pos:R:3:nbo_charge:R:1
O 0.0928 -0.3969 1.1779 -0.800
H -0.8630 -0.2796 1.2629 0.566
H 0.4213 -1.2316 0.7023 0.585
H 0.5706 0.3597 0.9932 0.555
C 1.8746 2.8445 1.7660 -0.100
C 2.2799 2.8896 3.1823 -0.115
O 1.6942 4.0236 3.7667 -0.727
O 2.1050 1.5948 1.1943 -0.757
H 2.5010 3.5523 1.0684 0.182
H 0.7289 3.3070 1.6299 0.199
H 3.4179 2.9851 3.2451 0.167
H 2.0485 2.0768 3.9872 0.189
H 1.1268 3.7938 4.6267 0.488
H 3.1253 1.3994 1.5827 0.487
C 2.0766 -3.5876 2.3470 -0.095
C 1.6557 -5.1164 2.0460 -0.085
O 2.8064 -5.9463 1.8926 -0.729
O 0.8283 -2.9212 2.3378 -0.702
H 2.6606 -3.3289 1.5205 0.170
H 2.4848 -3.6831 3.2703 0.179
H 1.2299 -5.2991 1.1002 0.177
H 1.1713 -5.4615 2.9596 0.178
H 3.4063 -5.6549 1.1868 0.467
H 0.4648 -3.4110 2.9082 0.448
C -3.3183 -0.6393 0.3713 -0.124
C -4.0294 -1.9420 0.1544 -0.081
O -5.1718 -1.9355 -0.6094 -0.704
O -2.5869 -0.6742 1.6051 -0.751
H -4.1498 -0.0273 0.5316 0.189
H -3.0620 -0.3127 -0.5907 0.215
H -4.4468 -2.2476 1.0909 0.150
H -3.3938 -2.8982 0.0569 0.152
H -5.3730 -2.8942 -0.7194 0.483
H -3.1276 -0.5471 2.3532 0.506
C -1.7551 2.8618 -0.0451 -0.051
C -3.0002 2.9480 -1.0663 -0.079
O -3.9552 3.8630 -0.6519 -0.707
O -1.0588 1.8008 -0.3861 -0.782
H -2.3786 2.7193 1.0251 0.152
H -1.1972 3.7600 0.0645 0.174
H -3.5402 2.0734 -1.3906 0.161
H -2.5823 3.2812 -2.1278 0.123
H -4.7899 3.5198 -1.1947 0.472
H -0.4623 1.9947 -1.2266 0.519
C 2.3568 3.5524 -2.3381 -0.085
C 1.5463 2.2269 -2.5147 -0.067
O 0.2061 2.3906 -2.8836 -0.755
O 3.6514 3.1407 -2.0483 -0.707
H 2.0349 4.2269 -1.4667 0.198
H 2.2970 4.0366 -3.4203 0.158
H 1.4047 1.7093 -1.4610 0.163
H 2.0657 1.6208 -3.0996 0.157
H 0.0371 2.9375 -3.6558 0.495
H 4.0712 3.0145 -2.8330 0.467
C -0.1924 -3.2557 -1.2872 -0.634
C 0.7239 -2.2514 -1.8865 0.081
C 0.0383 -1.3215 -2.8890 -0.592
O 1.2660 -1.4992 -0.8398 -0.773
H 0.4850 -3.8397 -0.5118 0.234
H -0.5938 -3.9093 -2.0541 0.233
H -1.2144 -2.6539 -0.9653 0.205
H 1.4738 -2.6691 -2.3742 0.164
H 0.7226 -0.5156 -3.4467 0.207
H -0.6921 -0.8998 -2.4542 0.191
H -0.4146 -2.0236 -3.5175 0.213
H 2.1971 -1.2301 -1.0516 0.501
```

Properties
* HOMO: -11.8 eV
* total charge: +1
* Kohn-Sham gap: 9.44 eV

=====

C13H42AsBeF6O12Ti | ωB97M-V/def2-TZVPD

XYZ file:
```
76
Properties=species:S:1:pos:R:3:mulliken_spin:R:1
Ti -2.1235 -2.8513 2.3400 2.032
Be 2.2488 -4.2077 1.9613 0.798
As 0.5010 -0.5996 0.8322 0.028
F 1.8937 0.5179 0.7923 0.001
F 0.7879 -1.0507 -0.8874 -0.003
F -0.8782 -1.7668 0.8146 -0.053
F 0.2039 -0.1340 2.5340 -0.009
F -0.5485 0.7372 0.3098 -0.001
F 1.6996 -1.8380 1.4025 0.103
C -3.4438 0.4115 1.7925 0.009
O -3.6106 -0.9637 2.0826 0.000
H -3.1227 0.9602 2.6779 -0.001
H -2.8218 0.4702 0.8993 -0.004
H -4.4231 0.7490 1.4533 -0.001
H -4.5200 -1.0969 2.3596 0.002
C -2.0230 -0.9094 5.0102 0.005
O -0.9454 -1.5088 4.2973 0.002
H -2.9488 -1.4412 4.7907 -0.002
H -1.8282 -0.9468 6.0820 -0.002
H -2.1510 0.1049 4.6322 -0.001
H -0.5174 -0.8042 3.8054 0.003
C 3.9036 -0.8143 -2.0079 0.000
O 3.9321 -2.0635 -2.6882 0.000
H 3.1384 -0.6179 -1.2569 0.001
H 4.8104 -1.0089 -1.4352 0.000
H 4.0427 0.0363 -2.6751 0.000
H 4.7124 -1.9858 -3.2420 0.000
C 2.8709 0.5998 4.1675 0.001
O 3.7793 -0.3388 4.6463 0.000
H 2.7086 0.5243 3.0923 0.000
H 1.8950 0.5411 4.6495 0.000
H 3.2333 1.5825 4.4695 0.000
H 3.4336 -1.1992 4.3977 0.000
C -0.2426 -4.7396 -0.4939 0.017
O 1.1725 -4.6096 -0.3184 0.054
H -0.7117 -5.0567 0.4374 0.000
H -0.6149 -3.7439 -0.7348 -0.005
H -0.4569 -5.4729 -1.2714 0.005
H 1.5438 -4.5500 -1.2017 0.011
C -2.4504 -1.9591 -2.2015 0.005
O -3.5205 -2.7763 -1.7814 0.000
H -1.5996 -2.0617 -1.5280 0.004
H -2.1269 -2.2700 -3.1949 0.000
H -2.6971 -0.8980 -2.2381 0.000
H -4.3041 -2.4887 -2.2556 0.000
C -2.9142 3.2410 0.0510 0.000
O -3.2946 4.5932 -0.1942 0.000
H -3.7982 2.6516 0.2946 0.000
H -2.5556 2.7630 -0.8606 0.000
H -2.1985 3.1350 0.8663 0.000
H -3.9166 4.5451 -0.9238 0.000
C -0.6707 0.9609 -3.2701 0.000
O -1.6514 2.0086 -3.2329 0.000
H -0.2414 0.7273 -2.2958 0.000
H -1.0421 0.0321 -3.7031 0.000
H 0.1225 1.1911 -3.9814 0.000
H -1.3966 2.7543 -3.7810 0.000
C 0.9238 -3.4032 -3.4006 0.001
O 2.0800 -3.9945 -2.9424 0.001
H 0.9756 -3.0173 -4.4186 0.000
H 0.0596 -4.0657 -3.3514 0.000
H 0.8164 -2.5288 -2.7588 -0.001
H 2.7118 -3.2872 -2.7938 0.000
C 1.3099 3.8531 1.2257 0.000
C 1.5300 3.5187 -0.2393 0.001
C 0.4806 4.1283 -1.0960 0.000
O 1.1720 4.8469 -2.1414 0.000
C 2.4638 4.8966 -1.7999 0.000
O 3.3300 5.5035 -2.4308 0.000
O 2.7202 4.2011 -0.6357 0.000
H 2.1286 3.4360 1.8121 0.000
H 0.4891 3.2393 1.5967 0.000
H 1.2582 4.9169 1.4577 0.000
H 1.6128 2.4428 -0.3933 0.000
H -0.1149 4.8002 -0.4779 0.000
H -0.2710 3.4495 -1.4991 0.000
```

Properties
* HOMO (spin up / spin down): -13.7 / -13.7 eV
* spin multiplicity: 4
* total charge: +2
* Kohn-Sham gap (spin up / spin down): 4.47 / 3.82 eV

=====

Calculated energy relative to the best compared isomer or geometry (same formula, charge and spin), 147.7 122.5 111.3 148.0 kJ/mol (same order as the records).